15
Properties=species:S:1:pos:R:3:forces:R:3 method="wB97M-V/def2-TZVPD" e_tot_ev=-30699.3374 homo_energy_ev=-9.051
C 0.554 1.455 -0.272 1.21 -0.64 -2.75
C -0.623 1.026 -1.136 -2.33 3.65 3.52
C -0.949 0.160 -0.020 -2.20 -4.13 3.97
C 0.382 -2.053 0.673 -0.14 -2.12 -0.76
C 0.513 0.127 0.521 -1.03 2.01 0.42
H 0.316 2.398 0.107 -0.25 0.88 1.85
H -0.395 0.403 -1.859 1.19 -2.14 -4.33
H -1.426 1.779 -1.225 0.69 -0.23 -1.08
H -1.636 0.543 0.838 0.97 -0.51 -1.80
H 0.878 -3.229 0.519 -1.48 3.86 0.01
H 0.086 -1.984 1.892 1.22 0.49 -3.51
H 0.508 0.223 1.628 0.69 -0.19 -0.60
O 1.250 -0.945 0.000 -2.41 -2.09 3.22
S -1.397 -1.713 -0.363 2.71 1.10 1.97
Cl 1.938 1.812 -1.305 1.17 0.06 -0.13

=====

21
Properties=species:S:1:pos:R:3:forces:R:3 method="wB97M-V/def2-TZVPD" smiles=CCC[C@H]([NH3+])CO e_tot_ev=-8941.3610 homo_energy_ev=-14.734 charge=+1
C -1.466 -0.985 1.257 2.40 -1.85 2.91
O -2.616 -1.063 0.523 -3.36 -2.63 -0.66
C -0.390 -0.324 0.256 -1.20 -1.44 2.42
C 0.897 0.218 0.906 -0.93 1.31 -0.64
C 1.795 0.924 -0.276 -0.82 -0.37 1.77
C 1.767 0.087 -1.573 0.61 -0.93 -0.82
N -1.249 0.700 -0.425 2.01 2.72 -3.25
H -1.737 -0.475 2.309 1.26 -0.53 -2.30
H -0.978 -2.064 1.555 -1.28 2.49 -0.71
H -3.256 -1.859 0.716 2.15 2.30 -0.24
H -0.065 -1.150 -0.394 -0.93 0.69 -0.41
H 1.325 -0.601 1.516 0.26 0.21 -0.93
H 0.535 0.907 1.706 0.66 0.15 -0.65
H 2.827 1.100 0.092 -0.48 -0.73 -0.29
H 1.470 1.963 -0.343 -0.48 -0.03 -0.41
H 2.712 0.235 -2.091 0.57 -0.54 0.48
H 1.186 0.198 -2.530 -0.82 0.78 1.47
H 1.609 -0.987 -1.298 0.78 0.78 -0.44
H -0.850 1.063 -1.368 -0.52 -1.29 1.54
H -2.234 0.517 -0.586 -0.21 -1.26 0.10
H -1.282 1.596 0.048 0.34 0.17 1.04